[1]
19
Properties=species:S:1:pos:R:3 method="wB97M-V/def2-TZVPD" relative_energy_ev=5.511 total_charge=-1 fmax_ha_per_bohr=0.1158
C -0.957 -0.429 -1.423
C 0.542 -0.303 -1.744
N 1.312 -1.143 -0.825
C 0.771 -0.780 0.945
C 1.030 0.745 0.897
O 0.453 1.323 2.075
H -1.159 -1.523 -1.267
H -1.837 0.040 -1.958
H -1.007 -0.013 -0.397
H 0.784 -0.427 -2.795
H 0.725 0.808 -1.533
H 0.675 -1.602 0.066
H 1.291 -1.265 1.786
H -0.294 -0.880 1.131
H 1.991 1.004 0.754
H 0.428 1.198 0.051
H -2.345 0.547 1.181
H -0.543 1.270 1.986
O -1.860 1.429 1.071

***

[2]
19
Properties=species:S:1:pos:R:3 method="wB97M-V/def2-TZVPD" relative_energy_ev=0.834 total_charge=-1 fmax_ha_per_bohr=0.0173
C -1.822 0.907 -0.145
C -0.667 -0.013 -0.564
C 0.685 0.579 -0.121
C 0.961 0.399 1.430
O -0.107 0.050 2.143
N -0.723 -0.150 -2.039
H -1.492 1.656 0.566
H -2.604 0.324 0.326
H -2.231 1.386 -1.035
H -0.836 -0.988 -0.116
H 0.650 1.642 -0.372
H 1.439 0.097 -0.745
H 1.429 1.381 1.721
H 1.858 -0.292 1.502
H -0.087 -0.873 -2.360
H -0.404 0.739 -2.436
H 2.041 -2.017 0.797
H 0.571 -2.223 0.955
O 1.338 -2.601 0.493

***

[3]
19
Properties=species:S:1:pos:R:3 method="wB97M-V/def2-TZVPD" relative_energy_ev=1.188 total_charge=-1 fmax_ha_per_bohr=0.0259
C 2.164 1.313 0.671
C 1.130 0.242 0.289
C 1.825 -0.912 -0.471
N 0.055 0.930 -0.431
C 0.017 0.845 -1.996
O -0.038 -0.345 -2.506
H 2.399 1.947 -0.189
H 3.088 0.896 1.092
H 1.767 1.963 1.452
H 0.750 -0.190 1.217
H 2.852 -1.053 -0.084
H 1.944 -0.649 -1.510
H 1.263 -1.846 -0.361
H -0.823 0.426 -0.246
H 0.908 1.438 -2.302
H -0.880 1.489 -2.138
H -6.640 -2.229 1.918
H -5.410 -2.199 2.764
O -6.372 -2.067 2.831